[1]
DFT (ωB97M-V with the def2-TZVPD basis set) results for an isolated ion of composition C10H14N3O and charge +1 in a non-equilibrium geometry.

Each line ends with the Löwdin charge.
Atoms and positions in Å:
C: 2.031 -0.716 3.985  -0.04
C: 1.349 -0.068 2.996  0.03
C: 2.903 -1.754 3.731  -0.07
C: 2.826 -1.322 1.435  -0.04
C: 1.651 -0.465 1.680  -0.23
C: -1.154 0.442 0.665  -0.07
C: 1.105 -0.238 -0.745  -0.22
C: 0.157 0.635 -1.441  -0.12
C: -1.827 1.931 -1.168  0.03
C: -2.029 -0.521 -1.413  0.04
N: 3.376 -1.877 2.465  0.08
N: 1.096 0.143 0.623  0.09
N: -1.231 0.617 -0.856  -0.30
O: -2.206 0.521 1.216  0.14
H: 1.971 -0.319 4.965  0.11
H: 0.577 0.546 3.157  0.08
H: 3.408 -2.350 4.471  0.12
H: 3.169 -1.563 0.492  0.09
H: 0.963 -1.362 -0.940  0.16
H: 2.133 -0.053 -1.007  0.14
H: 0.559 1.596 -1.235  0.13
H: 0.092 0.488 -2.495  0.14
H: -2.040 1.855 -2.216  0.11
H: -2.688 2.081 -0.471  0.13
H: -1.157 2.754 -1.016  0.11
H: -2.259 -0.520 -2.495  0.13
H: -1.492 -1.413 -1.110  0.10
H: -2.868 -0.484 -0.668  0.12

Summary:
Charge   +1
Orbital gap (alpha / beta)   7.0 / 6.9 eV
Total energy   -17103.1510 eV

=====

[2]
DFT (ωB97M-V with the def2-TZVPD basis set) results for a 2-piece molecular cluster, C10H14NO overall in a non-equilibrium geometry.

Each line ends with the Löwdin charge.
Atoms and positions in Å:
C: 2.984 1.414 -2.197  -0.05
C: 2.065 0.385 -2.449  -0.06
C: 3.074 2.075 -0.958  -0.03
C: 1.147 0.013 -1.474  -0.01
C: 2.254 1.581 0.067  -0.01
C: 1.297 0.577 -0.182  -0.21
C: -0.775 0.003 0.669  0.21
C: -3.294 -1.334 1.430  0.20
C: 1.139 0.333 2.226  0.00
C: -3.489 -1.956 0.110  -0.39
N: 0.454 0.264 0.936  -0.13
O: -3.639 -1.375 -1.114  -0.02
H: 3.673 1.789 -3.049  0.15
H: 2.038 -0.193 -3.303  0.09
H: 3.681 2.855 -0.610  0.10
H: 0.343 -0.767 -1.554  0.13
H: 2.302 1.955 1.038  0.08
H: -1.129 0.080 -0.272  0.02
H: -3.677 -0.309 1.596  0.10
H: -2.979 -1.944 2.150  0.03
H: 0.522 -0.327 2.892  0.12
H: 2.081 -0.237 2.287  0.13
H: 1.195 1.281 2.531  0.05
H: -4.389 -2.746 0.195  0.20
H: -2.867 -2.911 -0.124  0.17
H: -4.012 -0.508 -0.844  0.12

Summary:
Charge   +1
Orbital gap (alpha / beta)   6.2 / 7.7 eV
Total energy   -14121.2212 eV

=====

[3]
DFT (ωB97M-V with the def2-TZVPD basis set) results for an isolated ion of composition C10H14NO and charge +1 in a non-equilibrium geometry.

Each line ends with the Löwdin charge.
Atoms and positions in Å:
C: -3.435 -0.766 0.588  -0.06
C: -3.171 0.599 0.700  -0.06
C: -2.499 -1.635 -0.005  -0.03
C: -1.953 1.084 0.340  -0.01
C: -1.291 -1.106 -0.552  0.01
C: -0.999 0.257 -0.298  -0.20
C: 1.103 1.533 0.287  -0.06
C: 1.702 0.354 0.894  0.13
C: 0.838 0.302 -1.961  0.02
C: 3.032 -0.214 0.675  -0.15
N: 0.328 0.692 -0.667  -0.06
O: 2.772 -1.632 0.657  -0.03
H: -4.429 -1.065 0.903  0.12
H: -3.787 1.354 1.108  0.11
H: -2.856 -2.706 0.092  0.13
H: -1.561 2.005 0.479  0.08
H: -0.497 -1.614 -1.039  0.10
H: 0.532 2.026 0.921  0.09
H: 1.694 2.094 -0.351  0.13
H: 1.137 -0.220 1.453  0.10
H: 0.060 -0.096 -2.490  0.08
H: 1.227 1.242 -2.420  0.13
H: 1.624 -0.303 -1.778  0.06
H: 3.563 -0.003 1.572  0.15
H: 3.539 -0.035 -0.278  0.15
H: 3.327 -2.148 1.170  0.06

Summary:
Charge   +1
Orbital gap (alpha / beta)   7.0 / 7.0 eV
Total energy   -14123.7696 eV

=====

[4]
DFT (ωB97M-V with the def2-TZVPD basis set) results for an isolated ion of composition C10H14NO and charge +1 in a non-equilibrium geometry.

Each line ends with the Löwdin spin population.
Atoms and positions in Å:
C: 2.841 -0.597 -0.469  0.07
C: 2.136 0.629 -0.945  0.48
C: -1.479 -0.372 1.214  0.01
C: -0.517 -1.713 -0.466  0.02
C: 1.977 -1.407 0.217  0.40
C: -0.166 0.227 0.912  0.04
C: -1.848 -1.195 0.034  0.00
C: 0.784 0.516 -0.943  0.71
C: 0.632 -0.834 -0.060  0.08
C: 0.035 2.560 0.284  0.01
N: -0.262 1.209 -0.207  0.10
O: -2.394 -0.419 -0.941  0.00
H: 3.829 -0.818 -0.770  0.00
H: 2.601 1.607 -1.242  0.02
H: -1.440 -0.858 2.257  0.00
H: -2.345 0.458 1.343  0.00
H: -0.466 -2.731 -0.199  0.00
H: -0.652 -1.655 -1.616  0.00
H: 2.183 -2.375 0.606  0.02
H: 0.408 0.584 1.807  0.00
H: -2.513 -2.071 0.361  0.00
H: 0.537 2.678 1.270  0.00
H: 0.720 3.134 -0.372  0.00
H: -0.821 3.201 0.360  0.00
H: -1.126 1.206 -0.717  0.02
H: -2.650 -0.964 -1.720  0.00

Summary:
Spin multiplicity   3
Charge   +1
Orbital gap (alpha / beta)   7.9 / 7.4 eV
Total energy   -14121.4002 eV

=====

[5]
DFT (ωB97M-V with the def2-TZVPD basis set) results for a 2-piece molecular cluster, C10H14O2S2 overall in a non-equilibrium geometry.

Each line ends with the Löwdin charge.
Atoms and positions in Å:
C: -2.556 2.891 -0.587  -0.16
C: -2.319 1.510 -0.656  -0.10
C: -1.784 3.477 0.429  -0.44
C: -1.419 1.023 0.322  -0.41
C: -1.332 -2.846 0.163  -0.04
C: -2.664 -2.097 0.419  -0.05
C: -1.542 -1.363 -0.251  -0.24
C: 4.667 -1.037 -0.331  -0.29
C: 2.825 0.764 -1.346  -0.37
C: -0.871 -0.316 0.535  -0.44
O: 2.939 -0.490 1.361  -0.37
O: -0.068 -0.418 1.424  0.05
S: -0.915 2.368 1.305  1.09
S: 2.928 -0.601 -0.391  0.87
H: -3.246 3.490 -1.201  0.11
H: -2.774 0.903 -1.294  0.06
H: -1.691 4.560 0.470  0.07
H: -0.616 -3.026 0.916  0.08
H: -1.262 -3.516 -0.687  0.10
H: -3.425 -2.240 -0.280  0.09
H: -2.867 -1.690 1.376  0.11
H: -1.531 -1.142 -1.287  0.13
H: 4.767 -1.539 0.634  0.03
H: 5.293 -0.059 -0.112  0.10
H: 4.964 -1.603 -1.213  0.05
H: 1.794 0.813 -1.742  -0.01
H: 3.725 1.393 -1.486  0.01
H: 2.128 -0.629 1.782  -0.04

Summary:
Charge   0
Orbital gap   7.9 eV
Total energy   -36358.2062 eV

=====

[6]
DFT (ωB97M-V with the def2-TZVPD basis set) results for one molecule with the formula C10H14O4 in a non-equilibrium geometry.

Each line ends with the Löwdin charge.
Atoms and positions in Å:
C: 0.637 -1.751 2.965  -0.02
C: 0.771 -0.917 1.640  -0.24
C: 1.234 -1.426 0.428  -0.11
C: 1.293 -0.772 -0.765  -0.36
C: 2.646 0.173 -0.785  0.08
H: 2.392 0.817 0.017  0.07
H: 2.323 0.564 -1.650  0.04
H: 3.469 -0.402 -0.877  0.05
C: -0.020 -0.137 -0.988  -0.17
C: -1.157 -1.067 -1.182  -0.25
O: -2.311 -1.284 -0.778  0.10
O: -0.858 -1.920 -2.452  0.10
H: -1.448 -2.443 -2.370  -0.10
C: -0.550 0.754 0.261  -0.13
C: -0.238 2.208 -0.012  -0.49
O: -0.331 2.620 -0.980  0.28
O: -0.412 2.965 1.317  0.02
H: -0.442 3.844 1.001  0.05
C: 0.270 0.467 1.507  -0.16
H: -0.522 0.472 2.476  0.19
H: 1.205 0.976 1.715  0.12
H: -1.724 0.428 0.464  0.22
H: -0.147 0.579 -1.858  0.18
H: 1.166 -1.594 -1.603  0.17
H: 1.789 -2.565 0.225  0.19
H: 1.216 -1.134 3.681  0.09
H: -0.237 -1.933 3.392  0.01
H: 1.135 -2.717 2.691  0.09

Summary:
Structure (SMILES)   CC1=C[C@H](C)[C@@H](C(=O)O)[C@H](C(=O)O)C1
Charge   0
Orbital gap   9.2 eV
Total energy   -18779.6894 eV

=====

[7]
DFT (ωB97M-V with the def2-TZVPD basis set) results for C10H14O8Tl as an isolated structure in a non-equilibrium geometry.

Each line ends with the Löwdin spin population.
Atoms and positions in Å:
Tl: -2.101 -1.673 0.084  0.00
C: 2.289 -0.025 2.098  0.35
C: 1.200 -0.341 1.168  0.03
C: 0.779 0.715 0.070  -0.01
O: -0.275 0.502 -0.529  -0.03
C: 1.571 1.955 -0.036  0.10
C: 2.564 2.196 0.870  0.00
C: 2.902 1.193 1.961  -0.01
O: 3.645 1.472 3.015  0.39
O: 3.232 3.297 0.690  0.07
O: 0.578 -1.400 1.242  0.10
H: 2.525 -0.776 2.838  0.01
H: 1.454 2.525 -0.945  0.00
C: 0.225 -4.461 -0.963  0.00
C: 0.907 -3.363 -1.703  0.00
O: 0.278 -2.061 -1.893  0.00
O: -0.157 -3.937 0.292  0.00
H: 0.901 -5.313 -0.889  0.00
H: -0.656 -4.784 -1.517  0.00
H: 1.213 -3.682 -2.699  0.00
H: 1.857 -3.158 -1.209  0.00
H: 0.772 -1.588 -2.566  0.00
H: 0.575 -3.964 0.913  0.00
C: -2.179 3.150 -0.176  0.00
C: -3.167 2.112 -0.656  0.00
O: -3.151 1.027 0.267  0.00
O: -2.504 3.718 1.091  0.00
H: -2.237 3.956 -0.908  0.00
H: -1.162 2.780 -0.051  0.00
H: -2.877 1.835 -1.669  0.00
H: -4.164 2.539 -0.768  0.00
H: -3.144 1.483 1.111  0.00
H: -1.694 4.071 1.466  0.00

Summary:
Spin multiplicity   2
Charge   0
Orbital gap (alpha / beta)   7.4 / 5.3 eV
Total energy   -31666.1695 eV

=====

[8]
DFT (ωB97M-V with the def2-TZVPD basis set) results for C10H14OS as an isolated structure in a non-equilibrium geometry.

Each line ends with the Löwdin spin population.
Atoms and positions in Å:
C: 1.339 -1.057 0.910  0.27
C: 2.630 -1.422 0.957  0.48
C: 2.224 0.253 -0.890  0.02
C: 0.903 -0.208 -0.181  0.21
C: 3.013 1.431 -0.418  0.04
C: -2.530 -1.110 -0.583  0.02
C: -2.227 0.290 1.511  0.02
C: -0.698 1.292 -1.376  0.07
C: -1.501 -0.459 0.428  0.04
C: -0.381 0.264 -0.336  0.49
O: 2.727 2.005 0.610  0.04
S: 3.573 -0.913 -0.388  0.20
H: 0.690 -1.425 1.701  0.01
H: 3.123 -1.946 1.750  0.03
H: 2.164 0.142 -1.970  0.01
H: 3.755 1.640 -1.061  0.00
H: -1.904 -1.432 -1.387  0.00
H: -3.144 -0.200 -0.876  0.00
H: -3.107 -1.944 -0.056  0.00
H: -2.728 1.242 1.133  0.00
H: -3.128 -0.282 1.799  0.00
H: -1.754 0.310 2.513  0.00
H: -0.230 0.819 -2.154  0.02
H: -0.127 2.236 -1.109  0.03
H: -1.766 1.625 -1.494  0.00
H: -0.916 -1.151 0.966  0.00

Summary:
Spin multiplicity   3
Charge   0
Orbital gap (alpha / beta)   5.7 / 7.6 eV
Total energy   -23474.2363 eV